Record 1
DFT (the ωB97M-V functional and the def2-TZVPD basis) results for a single C21H30N4O3S molecule at a distorted geometry.

The LUMO energy is -0.22 eV. Its SMILES is CC(C)CCNC(=O)c1onc(CSc2ccncc2)c1C(=O)NCCC(C)C. The strongest force on any atom comes out at 1.28 eV/Å. The total energy comes out at -45202.5041 eV.

The geometry in ORCA input format:
```
! wB97M-V def2-TZVPD RIJCOSX def2/J DEFGRID3
* xyz 0 1
C 5.1692 1.0350 -1.7541
H 6.0495 1.0635 -1.1162
H 5.0670 0.0269 -2.1482
H 5.3252 1.7149 -2.5892
C 3.9180 1.4309 -0.9717
C 2.6908 1.2845 -1.8704
H 2.7778 1.9349 -2.7390
H 1.7732 1.5357 -1.3442
H 2.6048 0.2589 -2.2213
C 4.0591 2.8643 -0.4283
H 5.1168 3.1032 -0.3073
C 3.3978 3.0663 0.9379
N 1.9710 2.8459 0.9010
C 1.4047 1.7222 1.3608
O 2.0204 0.8348 1.9339
C -0.0545 1.6448 1.1069
C -0.9644 0.6100 1.0860
C -2.1825 1.2600 0.7023
N -1.9892 2.5370 0.5342
O -0.6850 2.7903 0.7700
C -3.4905 0.6025 0.5048
H -3.7567 0.0390 1.4009
H -3.4186 -0.0888 -0.3374
S -4.7784 1.8468 0.1628
C -6.2169 0.8496 -0.0586
C -7.4105 1.5226 -0.3238
C -8.5623 0.7825 -0.5057
N -8.6013 -0.5399 -0.4429
C -7.4689 -1.1706 -0.1920
C -6.2508 -0.5389 0.0086
H -5.3735 -1.1311 0.2077
H -7.5342 -2.2501 -0.1486
H -9.5064 1.2692 -0.7119
H -7.4201 2.5992 -0.3826
C -0.8527 -0.8634 1.2596
O -1.7482 -1.5940 0.8608
N 0.2565 -1.2865 1.8749
H 0.9916 -0.6166 2.0986
C 0.6104 -2.6839 1.9500
C 1.8984 -2.9633 1.1721
H 2.1146 -4.0315 1.2342
H 2.7159 -2.4237 1.6564
C 1.8386 -2.5389 -0.3001
C 0.7668 -3.3064 -1.0699
H -0.2268 -3.0715 -0.6983
H 0.8006 -3.0427 -2.1250
H 0.9287 -4.3787 -0.9803
C 3.2077 -2.7470 -0.9453
H 3.1930 -2.4288 -1.9856
H 3.9711 -2.1754 -0.4219
H 3.4845 -3.7987 -0.9156
H 1.5994 -1.4698 -0.3417
H -0.2282 -3.2568 1.5504
H 0.7545 -2.9592 3.0003
H 1.3977 3.5227 0.4197
H 3.8081 2.3546 1.6577
H 3.5839 4.0834 1.2946
H 3.6411 3.5735 -1.1462
H 3.8123 0.7467 -0.1237
*
```

Record 2
DFT (the ωB97M-V functional and the def2-TZVPD basis) results for a molecular structure, C21H30N4OS4W.

The LUMO energy is -14.35 eV. The strongest force on any atom comes out at 0.53 eV/Å. The total energy comes out at -75398.2550 eV.

The geometry in ORCA input format:
```
! wB97M-V def2-TZVPD RIJCOSX def2/J DEFGRID3
* xyz 4 1
W 1.2971 0.2809 -0.5781
C 4.0989 -1.5275 0.5801
C 3.4559 -2.6193 -0.2696
S 1.6829 -2.2075 -0.5207
C 1.2451 -2.8529 -2.1677
C 1.4899 -1.8483 -3.2719
S 0.7434 -0.2445 -2.7722
C 1.4159 0.9704 -3.9657
C 2.7200 1.5693 -3.4787
S 2.4417 2.2259 -1.7949
C 4.1539 2.4284 -1.1484
C 4.4483 1.5516 0.0702
S 3.5799 -0.0132 -0.2990
H 5.1876 -1.5851 0.5484
H 3.7506 -1.5019 1.6102
H 3.4689 -3.5717 0.2610
H 3.9531 -2.7255 -1.2332
H 0.1916 -3.1224 -2.0848
H 1.8069 -3.7722 -2.3465
H 1.0086 -2.1503 -4.2037
H 2.5484 -1.6583 -3.4518
H 0.6337 1.7209 -4.0832
H 1.5375 0.4597 -4.9233
H 3.0073 2.4048 -4.1195
H 3.5337 0.8445 -3.4485
H 4.2609 3.4810 -0.8890
H 4.8333 2.2032 -1.9700
H 4.0778 1.9554 1.0085
H 5.5141 1.3355 0.1582
C -1.8579 4.4570 1.3854
N -1.3191 3.5230 0.3729
C -1.8005 3.7311 -1.0020
C -0.4544 2.6336 0.6983
O 0.0862 1.8155 -0.1652
H -2.9445 4.4117 1.3547
H -1.5365 5.4680 1.1391
H -1.5036 4.1924 2.3781
H -2.8797 3.8638 -0.9666
H -1.5532 2.8808 -1.6275
H -1.3525 4.6416 -1.3991
H -0.1643 2.5639 1.7440
N -8.0593 -3.7028 2.9931
C -7.0060 -3.2800 2.8209
C -5.6858 -2.7549 2.5931
C -4.5883 -3.3522 3.2146
C -3.3161 -2.8558 2.9950
C -3.1623 -1.7608 2.1594
C -4.2412 -1.1502 1.5414
C -5.5106 -1.6548 1.7565
N -1.8283 -1.2387 1.9309
C -0.8850 -1.0106 2.9073
C 0.2264 -0.5550 2.2798
N -0.0349 -0.5006 0.9123
C -1.3034 -0.9170 0.7545
H -4.7357 -4.2068 3.8606
H -2.4592 -3.3311 3.4569
H -4.1033 -0.2716 0.9215
H -6.3700 -1.1918 1.2919
H -1.0875 -1.1827 3.9520
H 1.1759 -0.2794 2.7100
H -1.8323 -1.0166 -0.1803
*
```

> Which of these has the lowest total energy?

C21H30N4OS4W